CH3IO2S2 | ωB97M-V/def2-TZVPD

The geometry in XYZ format:
```
9
Properties=species:S:1:pos:R:3
H -1.91 0.40 0.46
O 0.45 -1.05 1.55
H -0.84 0.74 -1.14
O -1.07 -1.85 -0.14
S 1.48 -1.06 -1.12
I 3.21 1.39 -0.21
H -0.35 1.58 0.37
S -0.10 -0.88 0.25
C -0.87 0.72 -0.01
```

Values from the calculation:
Largest force on an atom (eV Å⁻¹): 2.7
Kohn-Sham gap (alpha / beta) (eV): 6.332 / 6.348
Energy (Eh): -1284.3553
LUMO energy (alpha / beta) (eV): -3.96 / -3.96
Energy relative to the best compared isomer or geometry (same formula, charge and spin) (kcal/mol): 54.7


C3H14O4 | ωB97M-V/def2-TZVPD

The geometry in XYZ format:
```
21
Properties=species:S:1:pos:R:3
H 1.98 -1.62 0.87
H 2.63 0.70 1.24
O -1.38 1.94 1.11
H -1.67 1.35 0.39
O 0.64 -1.14 -0.60
H 0.36 -0.62 2.72
C 1.21 -0.87 0.72
H 1.87 0.87 -0.34
H 0.20 -2.22 2.02
H -2.39 1.86 -1.99
O -0.29 -0.46 -2.93
C 1.71 0.55 0.69
H 1.00 1.23 1.13
C 0.14 -1.15 1.79
H -1.62 0.52 -1.97
H -0.75 2.51 0.64
O -2.28 1.04 -1.48
H -0.13 -1.70 -0.46
H -0.90 -1.00 1.51
H -0.63 -1.36 -2.86
H 0.31 -0.43 -2.16
```

Values from the calculation:
Largest force on an atom (eV Å⁻¹): 1.1
Kohn-Sham gap (eV): 11.248
SMILES string: CC(C)O.O.O.O
Energy (Eh): -423.6497
LUMO energy (eV): 0.56
Energy relative to the best compared isomer or geometry (same formula, charge and spin) (kcal/mol): 11.8


C6H4AuCl2InN2O3 | ωB97M-V/def2-TZVPD

The geometry in XYZ format:
```
19
Properties=species:S:1:pos:R:3
O -1.75 -1.69 2.69
H 1.93 0.84 5.57
N 1.01 -0.16 3.92
O -1.21 1.04 -8.14
C -1.01 -1.36 1.84
H 0.29 2.88 4.76
C -0.25 1.38 3.18
C -0.50 0.41 -7.49
H -1.04 1.92 2.67
C 1.23 0.89 4.75
C 0.01 -2.07 -6.56
Cl -1.33 1.09 -4.50
H 1.44 -1.06 3.91
C 0.45 1.93 4.29
Au -0.35 -1.48 0.03
N 0.10 0.11 2.95
O 0.04 -2.67 -7.55
Cl 0.64 -1.39 -2.01
In 0.29 -0.60 -4.31
```

Values from the calculation:
Multiplicity: 3
Largest force on an atom (eV Å⁻¹): 7.5
Kohn-Sham gap (alpha / beta) (eV): 6.329 / 3.361
Energy (Eh): -1810.5053
LUMO energy (alpha / beta) (eV): -17.06 / -20.03
Energy relative to the best compared isomer or geometry (same formula, charge and spin) (kcal/mol): 0.0
Total charge: +4


C5H8NO | ωB97M-V/def2-TZVPD

The geometry in XYZ format:
```
15
Properties=species:S:1:pos:R:3
O 1.01 1.57 0.19
H -2.88 1.20 0.23
H 0.22 -1.17 -0.86
H -2.90 -0.46 0.07
C 1.24 0.38 0.15
H 4.62 -1.13 -0.14
H -1.98 0.17 1.38
C -2.29 0.30 0.32
H -0.11 -1.19 0.92
H -0.84 1.31 -0.30
C 2.52 -0.22 -0.05
C 3.66 -0.66 0.02
N -1.07 0.27 -0.49
C 0.00 -0.58 0.02
H -1.19 0.19 -1.46
```

Values from the calculation:
Multiplicity: 3
Largest force on an atom (eV Å⁻¹): 6.7
Kohn-Sham gap (alpha / beta) (eV): 7.728 / 6.045
Energy (Eh): -324.7965
LUMO energy (alpha / beta) (eV): -3.19 / -8.35
Energy relative to the best compared isomer or geometry (same formula, charge and spin) (kcal/mol): 55.2
Total charge: +1


C5H12O2 | ωB97M-V/def2-TZVPD

The geometry in XYZ format:
```
19
Properties=species:S:1:pos:R:3
O 1.78 -1.27 0.58
H -0.71 1.64 2.10
H 1.23 -2.08 -1.26
C -0.30 1.46 1.10
H 0.79 1.47 1.14
C -2.07 -0.10 0.88
H -2.28 -1.09 0.48
H -0.67 2.19 0.37
H 2.78 -1.23 -1.17
H -2.26 -0.08 1.96
H 1.14 0.11 -2.44
O -0.68 0.15 0.66
C -0.46 0.20 -1.20
C 1.73 -1.20 -0.83
H -0.87 -0.83 -1.31
H 1.56 0.95 -0.96
H -2.67 0.64 0.35
C 1.03 0.06 -1.34
H 0.87 -1.17 0.89
```

Values from the calculation:
Largest force on an atom (eV Å⁻¹): 0.4
Kohn-Sham gap (eV): 8.552
Energy (Eh): -348.0158
LUMO energy (eV): 0.82
Energy relative to the best compared isomer or geometry (same formula, charge and spin) (kcal/mol): 118.6


CH3N2S2 | ωB97M-V/def2-TZVPD

The geometry in XYZ format:
```
8
Properties=species:S:1:pos:R:3
N 0.05 1.15 0.16
S 1.57 -1.89 0.07
H -1.54 0.12 -0.01
S 1.58 1.74 -0.04
H -0.62 -1.78 -0.59
C -0.51 -0.04 0.07
N 0.13 -1.20 -0.14
H -0.66 1.90 0.48
```

Values from the calculation:
Largest force on an atom (eV Å⁻¹): 3.6
Kohn-Sham gap (alpha / beta) (eV): 5.879 / 5.882
SMILES string: S=[NH+]/C=[NH+]\[S-]
Energy (Eh): -945.3969
LUMO energy (alpha / beta) (eV): -7.98 / -7.97
Energy relative to the best compared isomer or geometry (same formula, charge and spin) (kcal/mol): 47.9
Total charge: +1


C29H48NOP3SSn | ωB97M-V/def2-TZVPD

The geometry in XYZ format:
```
84
Properties=species:S:1:pos:R:3
C 0.64 -4.47 -0.07
C 3.60 0.03 1.27
H -2.77 2.53 1.81
H -3.22 2.13 -1.83
H 2.49 -0.98 -4.69
S -2.31 -0.34 1.82
H -0.13 -0.39 3.75
P -0.84 2.72 -1.62
P 2.21 -0.32 -2.37
H -2.87 0.99 6.55
H -0.44 -3.01 -2.30
C -1.51 -1.68 2.70
H 0.74 -5.37 -0.69
C -1.05 -2.97 -4.42
C -2.78 0.40 4.48
H 0.94 -2.26 4.98
H -0.74 1.23 1.68
H -2.82 3.73 -2.50
C 1.88 1.76 2.70
C -2.66 0.83 3.15
H -2.80 4.19 3.65
C -1.82 -2.29 -5.37
H 1.60 0.57 -4.54
H 4.40 0.48 -1.58
H -0.45 -3.84 -4.70
C -1.37 -4.04 3.21
H 2.02 -2.60 -1.50
H 2.52 -4.60 0.93
H 0.12 -4.60 4.67
C -0.46 -1.42 3.59
N -1.06 0.47 1.07
H 3.64 -1.92 -1.22
H 2.80 2.03 3.24
H -3.30 0.06 -3.36
C -1.06 -2.54 -3.08
C -2.68 -0.78 -3.68
H 0.56 2.67 -3.63
H -1.73 -5.06 3.05
C -2.83 1.34 5.51
H -2.01 0.10 -1.49
H 1.42 -3.17 1.40
P 2.28 1.27 0.97
C 2.82 -1.99 -1.95
H -3.26 -0.73 -5.75
C -2.82 2.71 5.22
H 4.39 0.08 0.51
H -0.31 -3.93 -0.15
H 3.92 2.50 -0.38
C -2.79 3.13 3.89
H 4.31 0.38 -3.36
H 2.54 3.53 0.10
H 4.05 0.20 2.26
H 0.77 -0.97 -4.23
H -0.20 4.27 -3.36
H -1.43 3.72 0.54
H -2.44 2.26 -3.43
H 3.16 -0.98 1.25
H -2.77 -3.16 1.78
C 0.29 3.42 -2.87
C 0.13 -2.48 4.28
C -2.48 2.69 -2.42
C -2.75 2.19 2.85
C 3.24 2.75 0.44
C 1.58 -4.06 0.79
C -0.33 -3.78 4.10
H 3.18 -2.50 -2.86
H -2.77 -0.67 4.71
O -1.52 -0.78 -1.54
C 3.75 0.66 -2.45
C -2.64 -1.22 -5.00
H -1.81 -2.62 -6.41
H -1.45 4.91 -0.80
H 1.38 0.92 3.22
Sn 0.07 0.45 -0.78
H 3.82 3.13 1.30
H 1.19 2.62 2.69
H -2.84 3.44 6.03
C -1.82 -1.42 -2.78
H 0.11 4.37 -0.10
H 3.52 1.73 -2.50
C -1.96 -2.99 2.49
C -0.91 4.05 -0.37
C 1.72 -0.44 -4.12
H 1.21 3.77 -2.38
```

Values from the calculation:
Largest force on an atom (eV Å⁻¹): 3.1
Kohn-Sham gap (eV): 5.319
Energy (Eh): -2898.8245
LUMO energy (eV): -13.72
Energy relative to the best compared isomer or geometry (same formula, charge and spin) (kcal/mol): 29.5
Total charge: +4


C25H32BN9PTi | ωB97M-V/def2-TZVPD

The geometry in XYZ format:
```
69
Properties=species:S:1:pos:R:3
B 1.39 2.23 2.30
H -2.57 -0.18 2.12
C 1.16 -1.42 -4.02
H -5.21 -3.36 -2.14
H -1.06 -2.16 2.05
C 0.81 0.96 -3.81
N 0.73 -0.70 -1.90
H 1.13 3.08 1.49
C -0.92 -2.58 1.05
C -4.62 -2.47 -2.28
H 0.60 1.84 -3.21
H 0.26 -3.74 -0.83
C 1.00 1.05 -5.17
C 1.28 -0.09 -5.95
C 3.66 0.98 1.98
N -0.67 0.70 1.93
N 2.39 1.21 1.64
P -2.40 3.29 -1.38
C -4.86 -1.58 -3.30
H 1.91 2.66 3.30
C -3.49 2.59 -0.08
C -0.76 2.95 -0.63
H 0.95 2.02 -5.65
N 0.06 1.50 2.75
C 4.23 0.13 1.04
H 0.00 3.52 -1.18
H 1.57 -2.22 -5.99
H -3.51 5.41 -1.08
C 0.89 -2.00 -1.90
C -4.07 -0.42 -3.48
H -0.97 -3.67 1.13
C -1.80 0.43 2.59
H -3.30 -3.69 0.04
H -3.28 3.02 0.90
C -1.96 -2.09 0.09
H 1.32 -3.46 -3.35
N 2.08 0.53 0.50
C 0.87 -2.85 -0.66
H -2.44 0.77 -2.79
N 0.39 -2.11 0.54
C -1.82 1.03 3.83
H -4.29 0.24 -4.31
H 5.24 -0.24 1.01
C -3.55 -2.15 -1.44
H 1.08 -2.18 1.27
H 1.43 0.02 -7.02
H -3.36 1.51 -0.03
H -0.43 1.91 -0.71
H -0.72 3.24 0.42
H 3.21 -0.71 -0.75
C -2.49 5.06 -0.94
H -2.59 1.00 4.58
C 0.89 -0.31 -3.24
H 4.07 1.46 2.85
H -1.85 5.65 -1.60
H -0.16 2.31 4.66
C -3.03 -0.12 -2.64
H -2.20 5.24 0.10
C 1.36 -1.35 -5.39
Ti 0.02 0.07 -0.03
H -5.67 -1.78 -3.99
N -1.80 -0.97 -0.58
C -0.60 1.70 3.89
N -2.98 -2.83 -0.36
N 1.16 -2.50 -3.12
H 1.89 -3.20 -0.47
C 3.19 -0.12 0.15
C -2.78 -1.00 -1.59
H -4.53 2.79 -0.33
```

Values from the calculation:
Multiplicity: 3
Largest force on an atom (eV Å⁻¹): 1.1
Kohn-Sham gap (alpha / beta) (eV): 6.906 / 8.354
Energy (Eh): -2680.3073
LUMO energy (alpha / beta) (eV): -2.34 / -2.34
Energy relative to the best compared isomer or geometry (same formula, charge and spin) (kcal/mol): 0.0
Total charge: +1


C51H54GeN6O5PW | ωB97M-V/def2-TZVPD

The geometry in XYZ format:
```
119
Properties=species:S:1:pos:R:3
H -6.65 0.09 4.34
C 1.73 1.96 0.14
C 5.93 1.31 -0.94
C 4.04 4.24 -1.03
H -4.68 -1.40 2.57
H -1.97 1.81 -2.67
C 0.72 -0.19 -3.11
C -2.45 -4.15 3.28
C 3.25 0.87 -3.57
H 2.29 2.13 -5.02
C -3.79 0.78 1.36
C 0.14 -4.42 0.46
H -2.76 -5.34 4.88
H 4.24 1.28 -3.75
C 4.81 5.30 0.98
O -5.39 -0.53 0.09
C -2.03 -4.75 -3.24
O -3.36 -3.36 3.48
H -6.91 -0.75 1.67
C 6.58 2.36 3.08
C 2.16 1.35 -4.28
N -7.27 -0.92 2.60
H -1.40 -5.81 3.93
N -2.19 -5.20 4.07
N -9.09 -1.37 3.95
C 3.09 -0.14 -2.63
H 5.17 7.41 0.86
C 4.48 6.61 -1.01
H -6.41 -1.67 4.35
H -4.61 1.90 -6.03
H -1.87 1.27 1.94
H 7.16 2.16 2.19
C 0.07 -4.49 -4.40
C 4.41 4.14 0.31
C -2.69 -0.65 -4.91
C 7.22 2.45 4.31
O -3.25 -0.52 -0.58
H 0.95 -2.54 -4.35
C -4.28 -0.16 0.26
C 5.19 2.53 2.99
H -10.02 -1.72 4.07
C 5.00 -0.30 0.57
H 4.55 3.08 6.28
O -0.55 1.55 -0.62
C 0.46 1.21 0.08
H 2.34 1.48 -0.64
C -8.55 -1.28 2.73
H 0.87 -4.91 -5.00
C -2.12 -0.03 -3.81
H -8.86 -1.62 0.75
N -1.09 -2.38 0.30
H -4.38 1.54 3.27
H 6.99 2.78 6.42
C -1.98 -3.42 -2.87
H 3.40 2.93 4.12
H -5.69 1.18 2.18
N -9.28 -1.56 1.66
H -2.31 -0.22 2.42
C -0.15 -3.22 -0.16
H 6.08 2.34 -1.26
H 3.80 5.53 -2.74
C -0.99 -5.29 -4.00
C -1.79 -2.77 1.38
H -2.44 -1.68 -5.16
C -4.93 -0.57 3.23
C 6.56 0.29 -1.65
O 0.28 0.05 0.66
C -1.56 -3.94 2.07
H 1.95 2.58 2.20
P -0.92 -0.88 -2.77
C 5.14 1.03 0.17
H 5.54 -2.35 0.21
C 1.83 -0.66 -2.40
H -8.63 -0.98 4.75
H -4.27 -0.67 4.09
C -6.35 -0.77 3.73
H -0.34 -5.73 2.07
C -4.74 0.80 2.55
H -10.28 -1.64 1.72
H -2.58 -2.12 1.74
C -0.91 -2.62 -3.27
C -3.91 1.36 -5.40
C 4.47 2.79 4.16
W -1.40 -0.34 -0.40
H 1.53 2.98 -0.21
H 7.19 0.52 -2.50
H -3.58 3.02 -4.08
H 3.95 -0.51 -2.08
H -4.04 -0.44 -6.56
H 0.05 1.20 -4.62
H -1.03 -6.33 -4.30
C 4.07 5.47 -1.69
H 8.29 2.32 4.37
Ge 4.35 2.45 1.26
C 6.49 2.70 5.46
H -2.86 -5.37 -2.95
C 0.12 -3.15 -4.03
C 5.63 -1.33 -0.13
H 0.39 -2.92 -1.05
C 0.89 0.82 -4.05
C -0.57 -4.79 1.59
C 4.85 6.52 0.33
H 6.92 -1.82 -1.78
H 4.43 -0.55 1.46
H 5.12 5.24 2.02
C 5.12 2.87 5.39
C -3.34 1.99 -4.30
H 0.91 -5.06 0.05
H 1.73 -1.45 -1.66
H 2.43 0.90 1.90
C -2.44 1.30 -3.50
C 6.41 -1.03 -1.24
H 3.75 3.36 -1.59
H 4.51 7.56 -1.52
C -3.59 0.04 -5.70
C 2.45 1.91 1.49
N -2.37 0.43 1.64
H -3.78 1.77 0.89
H -2.80 -3.00 -2.29
```

Values from the calculation:
Largest force on an atom (eV Å⁻¹): 0.7
Kohn-Sham gap (alpha / beta) (eV): 5.280 / 5.388
Energy (Eh): -5165.2727
LUMO energy (alpha / beta) (eV): -8.51 / -8.40
Total charge: +3


C3H2BrClO2 | ωB97M-V/def2-TZVPD

The geometry in XYZ format:
```
9
Properties=species:S:1:pos:R:3
H 2.38 -1.58 1.55
O 0.25 -1.93 1.93
H -1.01 -1.11 -0.54
Br 2.11 1.04 0.04
C 1.02 -0.59 0.00
Cl 1.50 -1.88 -1.01
C 1.17 -1.44 1.34
C -0.39 -0.22 -0.40
O -0.73 0.84 -0.79
```

Values from the calculation:
Largest force on an atom (eV Å⁻¹): 2.8
Kohn-Sham gap (eV): 10.500
SMILES string: O=CC(Cl)(Br)C=O
Energy (Eh): -3300.1457
LUMO energy (eV): 0.03
Energy relative to the best compared isomer or geometry (same formula, charge and spin) (kcal/mol): 18.6


C6H8NO | ωB97M-V/def2-TZVPD

The geometry in XYZ format:
```
16
Properties=species:S:1:pos:R:3
C 0.12 -1.85 -0.80
H -1.74 2.44 1.54
H -0.76 -0.93 -2.46
H -0.02 -2.84 -0.36
H -1.83 -1.88 -1.54
C 0.10 -0.81 0.39
H 1.26 3.56 1.66
C -0.71 2.34 1.28
O 1.91 0.43 -0.58
C 0.31 1.64 0.62
N -0.88 -1.66 -1.78
H 1.11 -1.78 -1.26
C 0.89 0.42 0.04
H -0.92 -0.58 0.70
C 0.56 2.83 1.33
H 0.61 -1.31 1.22
```

Values from the calculation:
Multiplicity: 3
Largest force on an atom (eV Å⁻¹): 3.8
Kohn-Sham gap (alpha / beta) (eV): 7.754 / 5.107
Energy (Eh): -362.9485
LUMO energy (alpha / beta) (eV): -3.09 / -8.30
Energy relative to the best compared isomer or geometry (same formula, charge and spin) (kcal/mol): 22.9
Total charge: +1


C10H14ClNO2S | ωB97M-V/def2-TZVPD

The geometry in XYZ format:
```
29
Properties=species:S:1:pos:R:3
H 0.14 -2.77 -1.84
C -1.06 -1.17 -1.11
H 0.79 -2.62 1.65
H 0.04 -0.93 2.08
H 2.72 -1.38 -1.31
H 1.64 -1.15 2.40
C 0.91 -1.54 1.64
C 2.16 -1.75 -0.39
C -0.63 3.21 2.26
H -2.21 -2.38 0.03
C -0.73 -2.17 -2.18
C 1.13 0.43 0.08
H -2.43 -0.61 0.45
S 0.43 2.70 -1.27
H 1.93 2.12 0.55
H -0.30 2.32 2.84
H -1.54 -2.85 -2.30
C 1.40 -1.01 0.34
C -0.72 0.20 -1.61
C 0.30 0.96 -0.90
Cl 0.39 4.55 2.09
H -0.78 2.85 -1.67
O -1.30 0.55 -2.62
O 2.04 1.23 0.70
H 2.39 -2.79 -0.08
H -0.58 -1.72 -3.19
H -2.39 3.94 1.62
C -1.92 -1.33 -0.16
N -1.80 3.14 1.89
```

Values from the calculation:
Largest force on an atom (eV Å⁻¹): 4.5
Kohn-Sham gap (eV): 9.033
SMILES string: C=C(C)C(=O)/C(S)=C(/O)C(=C)C.[H]/N=C\Cl
Energy (Eh): -1452.9342
LUMO energy (eV): 0.43
Energy relative to the best compared isomer or geometry (same formula, charge and spin) (kcal/mol): 7.1


Copy entry 11 word for word.
C6H8NO | ωB97M-V/def2-TZVPD

The geometry in XYZ format:
```
16
Properties=species:S:1:pos:R:3
C 0.12 -1.85 -0.80
H -1.74 2.44 1.54
H -0.76 -0.93 -2.46
H -0.02 -2.84 -0.36
H -1.83 -1.88 -1.54
C 0.10 -0.81 0.39
H 1.26 3.56 1.66
C -0.71 2.34 1.28
O 1.91 0.43 -0.58
C 0.31 1.64 0.62
N -0.88 -1.66 -1.78
H 1.11 -1.78 -1.26
C 0.89 0.42 0.04
H -0.92 -0.58 0.70
C 0.56 2.83 1.33
H 0.61 -1.31 1.22
```

Values from the calculation:
Multiplicity: 3
Largest force on an atom (eV Å⁻¹): 3.8
Kohn-Sham gap (alpha / beta) (eV): 7.754 / 5.107
Energy (Eh): -362.9485
LUMO energy (alpha / beta) (eV): -3.09 / -8.30
Energy relative to the best compared isomer or geometry (same formula, charge and spin) (kcal/mol): 22.9
Total charge: +1


> Which of these has the lowest energy?

C51H54GeN6O5PW


> Number 3 is which compound?

C6H4AuCl2InN2O3


> Among the records above, which one has the highest largest force on an atom?

C6H4AuCl2InN2O3